(1)
This record from the OMol25 dataset describes a cluster of 2 separate species, C14H25BrO6S in total at a distorted geometry. The level of theory is ωB97M-V with the def2-TZVPD basis set.

- Structure (SMILES): CCSC[C@@H]1OC(=O)[C@H](Br)[C@@]1(O)[C@H](C)CC.COC(=O)OC
- HOMO: -8.49 eV
- Spin multiplicity: 1
- Total energy: -108085.068 eV
- Relative energy (zero: lowest compared OMol25 entry of this formula, charge and spin): 1.0672 eV
- Orbital gap: 8.953 eV

Positions of all 47 atoms, in Å:
C  -2.42631  -1.43162  -0.97554
C  -1.10355  -1.97900  -1.48525
S  0.04292  -2.36846  -0.10623
C  1.66859  -2.08337  -0.88824
C  2.43862  -0.86827  -0.43441
O  3.16614  -1.02900  0.79108
C  3.62436  0.24091  1.03405
O  4.69889  0.53963  1.25623
C  2.37760  1.12106  0.84626
Br  1.09089  0.45139  2.18121
C  1.87172  0.57589  -0.54536
O  0.48789  0.79738  -0.54699
C  2.57476  1.50337  -1.58039
C  1.77691  2.77661  -1.83157
C  2.86153  0.84421  -2.94923
C  4.34796  1.08728  -3.31572
H  -2.85405  -0.79783  -1.74506
H  -3.13227  -2.21536  -0.74261
H  -2.25450  -0.77990  -0.12926
H  -1.19791  -2.86680  -2.09786
H  -0.60232  -1.21635  -2.07593
H  2.27608  -2.94085  -0.62695
H  1.54202  -2.11328  -1.96371
H  3.26089  -0.83795  -1.16556
H  2.58272  2.17572  0.91953
H  0.12669  0.68029  -1.43528
H  3.51638  1.83754  -1.14868
H  0.81397  2.56979  -2.28065
H  1.59974  3.33149  -0.91537
H  2.32055  3.43307  -2.50392
H  2.69235  -0.22628  -2.91644
H  2.27494  1.28049  -3.74774
H  4.58591  2.10263  -3.01366
H  4.55473  0.91629  -4.36237
H  4.93599  0.43892  -2.67548
C  -2.58498  0.50270  3.42970
O  -3.68223  0.11870  4.26135
C  -4.71120  -0.41157  3.59968
O  -4.77636  -0.58081  2.40781
O  -5.65949  -0.72385  4.48718
C  -6.83103  -1.30676  3.91638
H  -1.81768  0.91580  4.07871
H  -2.17692  -0.36200  2.90745
H  -2.89181  1.26594  2.71639
H  -6.58974  -2.24209  3.41402
H  -7.30543  -0.61548  3.22170
H  -7.51397  -1.51024  4.73670

(2)
This record from the OMol25 dataset describes a cluster of 2 separate species, C5H15N2O in total at a distorted geometry. The level of theory is ωB97M-V with the def2-TZVPD basis set.

- HOMO: -13.18 eV
- Spin multiplicity: 1
- Total energy: -10448.912 eV
- Relative energy (zero: lowest compared OMol25 entry of this formula, charge and spin): 1.6491 eV
- Orbital gap: 10.039 eV
- Net charge: +1

Positions of all 23 atoms, in Å:
C  -0.72152  -1.59852  2.56550
C  -0.08619  -0.61925  1.56556
C  -1.22007  0.12887  0.78931
C  -0.56162  0.94105  -0.28525
C  -0.86497  0.82224  -1.56982
N  -0.06113  1.29368  -2.69265
N  0.75434  -1.27744  0.51675
H  -1.16140  -2.37069  1.94593
H  0.07999  -1.99439  3.18811
H  -1.51357  -1.12054  3.15214
H  0.51966  0.09932  2.11508
H  -2.09267  -0.49168  0.49740
H  -1.72068  0.83028  1.48031
H  0.32669  1.52241  -0.01335
H  -1.71533  0.16697  -1.77251
H  0.77867  1.76873  -2.28207
H  0.35135  0.50702  -3.19989
H  -0.70585  1.78265  -3.31445
H  0.26673  -2.06433  0.07565
H  1.40314  -1.87017  1.04193
H  2.96153  1.72329  -0.82836
H  2.59672  0.43222  -1.45611
O  2.38618  1.38829  -1.51922

(3)
This record from the OMol25 dataset describes a cluster of 2 separate species, F3NS in total at a distorted geometry. The level of theory is ωB97M-V with the def2-TZVPD basis set.

- HOMO (alpha / beta): -9.70 / -9.39 eV
- Spin multiplicity: 1
- Total energy: -20471.321 eV
- Relative energy (zero: lowest compared OMol25 entry of this formula, charge and spin): 2.3120 eV
- Orbital gap (alpha / beta): 8.505 / 8.596 eV

Positions of all 5 atoms, in Å:
N  1.55043  -0.63474  0.39150
F  2.09849  0.07299  -0.54829
F  -0.59958  1.21348  0.39719
F  -2.06064  -0.31859  -0.74558
S  -0.98870  -0.33314  0.50518

(4)
This record from the OMol25 dataset describes a structure of composition C26H25NOPRhSSe3. The level of theory is ωB97M-V with the def2-TZVPD basis set.

- Expectation value of S²: 0.758
- HOMO (alpha / beta): -4.19 / -4.22 eV
- Spin multiplicity: 2
- Total energy: -250079.554 eV
- Orbital gap (alpha / beta): 6.324 / 6.110 eV
- Net charge: -1

Positions of all 59 atoms, in Å:
Rh  -0.08416  -0.78740  -0.30669
O  0.01700  1.08706  -1.21989
N  -0.03193  2.12638  -0.40062
C  0.11550  3.34682  -0.95528
C  0.08430  4.48463  -0.19958
C  -0.09215  4.36609  1.18298
C  -0.22076  3.11626  1.73046
C  -0.18209  1.97074  0.92471
S  -0.31628  0.39278  1.59302
H  0.26556  3.31833  -2.02311
H  0.21042  5.44314  -0.67984
H  -0.11309  5.24364  1.81478
H  -0.33902  2.97288  2.79520
Se  3.14135  1.28407  -0.07269
P  2.28993  -0.70700  -0.09537
Se  -0.51065  -3.02103  0.12347
C  3.07608  -1.67458  -1.46177
C  4.01690  -1.09836  -2.30630
C  4.62423  -1.85257  -3.30195
C  4.29837  -3.19125  -3.46386
C  3.35641  -3.77254  -2.62498
C  2.74690  -3.01702  -1.63493
C  3.03980  -1.59270  1.33856
C  4.40418  -1.45224  1.58965
C  5.00407  -2.14792  2.62623
C  4.24788  -2.98234  3.44137
C  2.88784  -3.11067  3.21166
C  2.28845  -2.41822  2.16481
H  4.26614  -0.05208  -2.17290
H  5.35434  -1.38894  -3.95463
H  4.77127  -3.77807  -4.24209
H  3.08617  -4.81443  -2.74591
H  2.00006  -3.47568  -0.99863
H  4.98434  -0.77932  0.97014
H  6.06618  -2.03141  2.80613
H  4.71671  -3.52024  4.25665
H  2.28198  -3.74246  3.84959
H  1.22090  -2.51137  2.01232
C  -5.81497  -5.63896  0.24484
C  -4.99589  -4.41549  -0.07384
C  -4.83877  -3.39173  0.84624
C  -4.08403  -2.25591  0.56205
C  -3.91535  -1.19787  1.61366
C  -3.46704  -2.13879  -0.68838
Se  -2.44685  -0.56835  -1.12961
C  -3.61237  -3.16717  -1.63348
C  -2.94422  -3.09607  -2.97788
C  -4.37430  -4.28388  -1.30864
H  -6.12933  -5.64160  1.28873
H  -5.24515  -6.55178  0.06029
H  -6.71214  -5.68437  -0.37733
H  -5.30715  -3.47686  1.82231
H  -4.50230  -1.43766  2.50171
H  -4.21009  -0.21641  1.24081
H  -2.86384  -1.11657  1.89886
H  -1.86679  -2.96660  -2.85759
H  -3.29983  -2.23968  -3.55241
H  -3.12945  -4.00803  -3.54750
H  -4.47427  -5.07991  -2.04104

(5)
This record from the OMol25 dataset describes the molecule C3H4N2O2S at a distorted geometry. The level of theory is ωB97M-V with the def2-TZVPD basis set.

- Structure (SMILES): C[C@@]1(C=O)N=NOS1
- HOMO: -9.48 eV
- Spin multiplicity: 1
- Total energy: -21082.416 eV
- Relative energy (zero: lowest compared OMol25 entry of this formula, charge and spin): 4.4157 eV
- Orbital gap: 9.210 eV

Positions of all 12 atoms, in Å:
C  -1.39348  0.53004  -0.00202
C  0.05581  0.07681  0.16315
C  0.92629  0.72826  -0.92215
O  0.44446  0.82413  -2.02045
N  0.65976  0.03067  1.46525
N  1.12992  -1.02332  1.84829
O  1.13261  -2.04078  1.00033
S  0.27524  -1.66890  -0.48337
H  -2.00946  -0.34198  0.22836
H  -1.42420  0.63616  -1.08417
H  -1.80000  1.48732  0.52051
H  2.00304  0.76161  -0.71374

(6)
This record from the OMol25 dataset describes the molecule C12H15ClN2O4S at a distorted geometry. The level of theory is ωB97M-V with the def2-TZVPD basis set.

- Structure (SMILES): [H]/N=C(\CS(=O)(=O)CCC)NOC(=O)c1ccc(Cl)cc1
- HOMO: -9.03 eV
- Spin multiplicity: 1
- Total energy: -47210.982 eV
- Relative energy (zero: lowest compared OMol25 entry of this formula, charge and spin): 0.0000 eV
- Orbital gap: 8.510 eV

Positions of all 35 atoms, in Å:
H  -1.99421  4.38225  -1.43897
N  -1.15630  3.98576  -0.91086
C  -1.16466  2.69713  -0.63255
C  -2.27652  1.88070  -1.07146
S  -2.16865  1.38505  -2.70421
O  -1.87694  2.53953  -3.54603
O  -3.40573  0.71094  -3.03859
C  -0.79563  0.13814  -2.71664
C  -1.29749  -1.12626  -1.98635
C  -0.13347  -1.98749  -1.56204
N  -0.07112  2.36925  0.16857
O  0.10348  1.07126  0.69591
C  1.29726  1.11087  1.42370
O  1.99186  2.11678  1.59533
C  1.64727  -0.16642  2.00882
C  2.85657  -0.44678  2.60318
C  3.27261  -1.70343  3.21497
C  2.22170  -2.60831  3.29436
Cl  2.27630  -4.01196  4.33348
C  0.95308  -2.45147  2.63947
C  0.74640  -1.26099  1.86959
H  -2.23205  0.94274  -0.43409
H  -3.23257  2.46132  -0.86463
H  -0.47154  -0.03509  -3.79955
H  0.16489  0.40359  -2.30547
H  -1.90523  -1.62179  -2.77525
H  -1.88818  -1.00866  -1.05817
H  0.45330  -1.48271  -0.78717
H  0.50359  -2.42868  -2.36256
H  -0.70137  -2.81947  -0.95788
H  0.54148  3.14346  0.51170
H  3.51852  0.41124  2.54284
H  4.07505  -2.02304  3.84725
H  0.32488  -3.30620  2.80807
H  -0.17659  -1.26125  1.39522